{
  "formula": "C50H132F6N13O16PbS2",
  "method": "wB97M-V/def2-TZVPD",
  "homo_lumo_gap_ev": 1.2,
  "largest_force_ha_per_bohr": 0.1288,
  "homo_ev": -9.7529,
  "total_charge": 1,
  "e_lumo_ev": -8.58,
  "symbols": ["Pb", "C", "F", "F", "F", "S", "O", "O", "N", "S", "O", "O", "C", "F", "F", "F", "C", "C", "C", "O", "C", "N", "H", "H", "H", "H", "H", "H", "H", "H", "H", "H", "H", "C", "C", "C", "O", "C", "N", "H", "H", "H", "H", "H", "H", "H", "H", "H", "H", "H", "C", "C", "C", "O", "C", "N", "H", "H", "H", "H", "H", "H", "H", "H", "H", "H", "H", "C", "C", "C", "O", "C", "N", "H", "H", "H", "H", "H", "H", "H", "H", "H", "H", "H", "C", "C", "C", "O", "C", "N", "H", "H", "H", "H", "H", "H", "H", "H", "H", "H", "H", "C", "C", "C", "O", "C", "N", "H", "H", "H", "H", "H", "H", "H", "H", "H", "H", "H", "C", "C", "C", "O", "C", "N", "H", "H", "H", "H", "H", "H", "H", "H", "H", "H", "H", "C", "C", "C", "O", "C", "N", "H", "H", "H", "H", "H", "H", "H", "H", "H", "H", "H", "C", "C", "C", "O", "C", "N", "H", "H", "H", "H", "H", "H", "H", "H", "H", "H", "H", "C", "C", "C", "O", "C", "N", "H", "H", "H", "H", "H", "H", "H", "H", "H", "H", "H", "C", "C", "C", "O", "C", "N", "H", "H", "H", "H", "H", "H", "H", "H", "H", "H", "H", "C", "C", "C", "O", "C", "N", "H", "H", "H", "H", "H", "H", "H", "H", "H", "H", "H"],
  "xyz": [[-0.6933, 0.0236, -5.5086], [-2.4375, 0.6445, 1.0607], [-2.5636, -0.4989, 1.7744], [-3.4761, 0.7092, 0.2186], [-2.3699, 1.7243, 1.8701], [-0.7987, 0.6700, 0.0486], [-1.0827, 1.4928, -1.1091], [0.1876, 1.2472, 0.9626], [-0.5215, -0.9431, -0.6429], [0.3182, -1.6243, 0.4436], [1.7632, -1.4705, 0.3127], [-0.1922, -1.6024, 1.8092], [0.0964, -3.4751, 0.0795], [0.6523, -3.7392, -1.1037], [0.7030, -4.1772, 1.0500], [-1.2021, -3.7865, -0.0263], [-6.5891, 6.9589, -0.9042], [-7.6382, 7.2197, -2.0491], [-7.8414, 5.9638, -2.8630], [-6.7851, 5.6645, -3.7214], [-6.6445, 6.4965, -4.8308], [-8.8584, 7.7318, -1.4456], [-5.7361, 6.4212, -1.3181], [-7.0205, 6.3739, -0.0919], [-6.2457, 7.8911, -0.4556], [-7.1275, 7.9477, -2.6794], [-8.7732, 6.1573, -3.3944], [-8.1758, 5.1367, -2.2368], [-6.5972, 7.5814, -4.7374], [-7.2810, 6.3140, -5.6966], [-5.6680, 6.2483, -5.2467], [-9.3891, 8.1224, -2.2111], [-8.5816, 8.5049, -0.8576], [5.8769, -1.6276, -5.8614], [4.6546, -0.9536, -5.4059], [4.7201, 0.5766, -5.8527], [3.4829, 1.2163, -5.5638], [3.5156, 2.6575, -5.5903], [3.4571, -1.5242, -6.0900], [6.7940, -1.0411, -5.8065], [5.7188, -2.1359, -6.8126], [6.0535, -2.4949, -5.2252], [4.6417, -0.9073, -4.3170], [4.8704, 0.6156, -6.9315], [5.5209, 1.2040, -5.4611], [4.0018, 2.9095, -6.5328], [4.0863, 3.0389, -4.7436], [2.5158, 3.0831, -5.6753], [3.5916, -1.4436, -7.0878], [3.5389, -2.5284, -6.0189], [-7.5042, -1.2405, 6.1426], [-8.1347, -2.3311, 5.3156], [-7.3620, -3.6429, 5.4502], [-7.5157, -4.4009, 4.2259], [-6.4617, -4.2939, 3.3316], [-9.6034, -2.5216, 5.5573], [-6.4800, -1.0125, 5.8476], [-7.4398, -1.5709, 7.1794], [-8.0243, -0.2978, 5.9723], [-8.0459, -1.9577, 4.2955], [-7.7931, -4.2285, 6.2622], [-6.2990, -3.5063, 5.6486], [-6.5749, -3.2554, 3.0206], [-6.6495, -4.9291, 2.4660], [-5.4717, -4.4931, 3.7421], [-10.0520, -1.7379, 5.1048], [-9.9600, -3.3255, 5.0607], [-7.1574, -1.7158, -4.3795], [-5.6303, -1.8012, -4.5659], [-5.2022, -3.1824, -5.2023], [-3.8255, -3.1379, -5.6191], [-3.6079, -4.2561, -6.4702], [-5.2621, -0.7525, -5.4657], [-7.5591, -1.6930, -5.3925], [-7.3380, -0.7914, -3.8311], [-7.6110, -2.5776, -3.8899], [-5.2028, -1.7941, -3.5633], [-5.8046, -3.2529, -6.1080], [-5.3945, -4.0897, -4.6296], [-2.5494, -4.4605, -6.6309], [-3.9993, -3.9969, -7.4539], [-4.0377, -5.1278, -5.9767], [-5.8360, 0.0631, -5.3057], [-5.5612, -1.0422, -6.3858], [0.4970, 3.6109, 7.9169], [1.4125, 4.2502, 9.0524], [1.7395, 5.7432, 8.8370], [2.7511, 6.2926, 9.6605], [3.1711, 7.5806, 9.2657], [0.7300, 3.9693, 10.3154], [0.1528, 2.5900, 8.0824], [1.0932, 3.5573, 7.0060], [-0.4133, 4.1717, 7.7052], [2.4126, 3.8225, 8.9815], [0.8385, 6.3563, 8.8548], [2.0029, 5.7758, 7.7798], [2.3295, 8.2720, 9.2242], [3.6655, 7.5240, 8.2960], [3.9004, 8.0516, 9.9248], [1.3611, 4.0642, 11.0982], [-0.0022, 4.6185, 10.5656], [-2.8372, 10.3705, -9.2445], [-1.4693, 10.4099, -8.7327], [-1.2249, 9.5066, -7.5582], [-1.9976, 9.9786, -6.4750], [-1.8078, 9.3090, -5.2575], [-0.6002, 9.9306, -9.8068], [-3.5005, 10.9839, -8.6348], [-3.1412, 9.3239, -9.2646], [-2.9466, 10.7738, -10.2513], [-1.1499, 11.4401, -8.5755], [-0.1605, 9.5614, -7.3299], [-1.5363, 8.4845, -7.7735], [-2.3073, 9.8480, -4.4525], [-0.7740, 9.2486, -4.9175], [-2.0977, 8.2665, -5.3889], [-0.7951, 10.5898, -10.5468], [-0.9791, 9.0322, -10.0704], [8.3246, 6.6560, 4.5337], [8.1238, 5.2931, 3.8863], [7.0659, 4.3723, 4.5505], [7.0409, 3.0034, 4.0087], [6.2585, 2.0378, 4.6032], [7.7168, 5.6281, 2.4642], [8.5487, 6.4211, 5.5742], [7.5237, 7.3828, 4.3983], [9.2327, 7.0857, 4.1109], [9.0979, 4.8378, 3.7078], [6.0699, 4.7951, 4.4188], [7.2603, 4.4361, 5.6212], [6.4911, 1.8414, 5.6498], [6.3604, 1.0408, 4.1746], [5.1966, 2.2745, 4.5377], [7.5962, 4.7477, 1.9843], [8.3409, 6.1101, 1.8331], [1.9536, 10.4365, 2.3854], [1.6782, 8.9631, 2.5158], [0.2182, 8.6271, 2.8760], [-0.1116, 9.1205, 4.2240], [-1.5482, 9.1528, 4.4509], [2.1187, 8.2846, 1.2993], [2.9386, 10.5356, 1.9293], [2.0106, 10.8855, 3.3770], [1.2154, 11.0205, 1.8358], [2.3473, 8.5158, 3.2509], [0.0791, 7.5480, 2.9412], [-0.4731, 9.0462, 2.1448], [-1.6348, 9.0390, 5.5315], [-1.9656, 8.3002, 3.9153], [-2.1172, 10.0112, 4.0939], [3.1182, 8.4181, 1.2418], [2.0575, 7.2836, 1.4188], [1.8367, -10.2710, -5.7319], [2.6782, -10.0911, -6.9251], [1.9085, -10.4054, -8.2649], [1.5336, -11.8009, -8.3120], [1.2252, -12.1755, -9.6614], [3.1828, -8.7227, -6.9242], [1.5919, -11.3192, -5.5603], [0.8685, -9.7819, -5.8392], [2.1005, -9.8376, -4.7672], [3.5206, -10.7679, -6.7821], [2.5790, -10.0427, -9.0439], [1.0108, -9.8272, -8.4839], [0.9638, -13.2301, -9.5752], [2.1487, -12.3104, -10.2245], [0.4629, -11.5548, -10.1323], [3.8977, -8.6631, -6.2132], [3.6190, -8.5771, -7.8235], [-4.8933, -11.6184, -1.6402], [-5.3824, -12.8467, -0.7834], [-6.6438, -13.4619, -1.3946], [-7.1675, -14.5546, -0.5757], [-8.1113, -15.3747, -1.3150], [-4.1967, -13.5961, -0.7009], [-4.2319, -10.9668, -1.0692], [-5.7546, -10.9839, -1.8497], [-4.4873, -11.9997, -2.5771], [-5.6381, -12.5881, 0.2442], [-6.4303, -13.7849, -2.4135], [-7.4498, -12.7403, -1.5277], [-8.9647, -14.7744, -1.6304], [-8.4005, -16.1802, -0.6399], [-7.6160, -15.8163, -2.1797], [-4.4025, -14.4983, -0.2962], [-3.9995, -14.0049, -1.6032], [3.3129, -2.1538, 10.9666], [3.6954, -3.2423, 9.9545], [2.7563, -3.3141, 8.7314], [1.6475, -4.0567, 9.1426], [0.7962, -4.5115, 8.1022], [5.0987, -3.1954, 9.6730], [3.8792, -2.4655, 11.8443], [2.2266, -2.0856, 11.0255], [3.6191, -1.1596, 10.6413], [3.6468, -4.2075, 10.4588], [3.2604, -3.6684, 7.8322], [2.5049, -2.2966, 8.4322], [0.2468, -3.7271, 7.5817], [0.0485, -5.2370, 8.4225], [1.4436, -4.9433, 7.3390], [5.3207, -4.1138, 9.3160], [5.5565, -3.1924, 10.5733], [10.9194, -0.2287, 0.1763], [9.8485, -1.0773, -0.3635], [9.7752, -2.3476, 0.4094], [8.8166, -3.2901, -0.1156], [8.8664, -4.5711, 0.3939], [8.5821, -0.3335, -0.2352], [10.7303, 0.1224, 1.1907], [11.1007, 0.6309, -0.4690], [11.8916, -0.7117, 0.0781], [10.0011, -1.4185, -1.3874], [9.4730, -2.0699, 1.4191], [10.7802, -2.7644, 0.3421], [8.2514, -5.2426, -0.2053], [8.5438, -4.6358, 1.4330], [9.8693, -4.9763, 0.2591], [8.3520, -0.1078, 0.7219], [7.8085, -0.9176, -0.5191]]
}

---

{
  "formula": "C28H36N8O5S2W",
  "method": "wB97M-V/def2-TZVPD",
  "homo_lumo_gap_ev": [6.3, 6.5],
  "largest_force_ha_per_bohr": 0.0566,
  "spin_multiplicity": 3,
  "s2": 2.012,
  "homo_ev": [-12.2104, -12.2358],
  "total_charge": 2,
  "e_lumo_ev": [-5.87, -5.78],
  "symbols": ["W", "O", "N", "C", "C", "C", "C", "C", "S", "H", "H", "H", "H", "C", "N", "C", "C", "N", "C", "C", "N", "C", "C", "N", "C", "N", "C", "C", "C", "N", "C", "H", "H", "H", "H", "H", "H", "H", "H", "H", "H", "H", "H", "H", "H", "H", "H", "H", "H", "H", "H", "H", "H", "H", "H", "O", "C", "O", "C", "C", "C", "C", "O", "C", "O", "C", "C", "H", "H", "H", "H", "H", "S", "C", "C", "N", "C", "H", "H", "H"],
  "xyz": [[0.9307, 0.4188, 0.2273], [2.6321, 0.9770, 1.2583], [3.6403, 1.7143, 0.6368], [4.5826, 2.2502, 1.4149], [5.5956, 3.0059, 0.8413], [5.5574, 3.2121, -0.5813], [4.5245, 2.6591, -1.3287], [3.5979, 1.8353, -0.6986], [2.2908, 1.2341, -1.6541], [4.4489, 2.0909, 2.4714], [6.2863, 3.4988, 1.4676], [6.3246, 3.7760, -1.0650], [4.4904, 2.8739, -2.4134], [0.2293, 3.8199, -1.2275], [-0.9877, 3.1127, -0.8828], [-2.2877, 3.4306, -1.5203], [-3.3211, 2.9399, -0.4926], [-2.4693, 2.5537, 0.6592], [-3.0385, 1.7912, 1.7707], [-1.1836, 2.5624, 0.3600], [-0.2195, 1.9826, 1.0660], [0.2305, 2.2873, 2.3874], [0.7140, 0.9614, 3.0906], [0.4167, -0.1337, 2.2345], [0.5290, -1.4324, 2.5928], [-0.5067, -2.3193, 2.4129], [-1.6305, -2.1093, 1.5318], [-0.3097, -3.6190, 3.1058], [1.1339, -3.3893, 3.5860], [1.4168, -1.9746, 3.3984], [2.7842, -1.6398, 3.6510], [0.9336, 3.1940, -1.8142], [0.7919, 4.0451, -0.2600], [0.0591, 4.7658, -1.7795], [-2.3332, 2.9883, -2.5450], [-2.2813, 4.4819, -1.7229], [-3.8723, 2.0053, -0.7835], [-4.0998, 3.6562, -0.2453], [-3.3057, 2.4049, 2.5809], [-2.2542, 1.0476, 2.1225], [-3.8788, 1.2307, 1.3713], [-0.5440, 2.7478, 3.0724], [1.0435, 3.0560, 2.3188], [0.1797, 0.8611, 4.0288], [1.7831, 1.0360, 3.3466], [-1.5712, -2.7480, 0.6881], [-1.5664, -1.0207, 1.2591], [-2.5465, -2.3529, 2.1081], [-0.4153, -4.4351, 2.4456], [-1.0460, -3.7773, 3.9504], [1.8357, -4.0080, 2.9959], [1.2797, -3.6993, 4.6521], [3.1484, -0.7141, 3.1696], [3.4543, -2.4858, 3.3216], [2.8800, -1.5741, 4.7571], [-0.2848, 0.8231, -3.1008], [-0.8506, 0.1168, -2.3106], [-0.5100, -0.1530, -1.0400], [-2.0156, -0.7583, -2.6637], [-2.9534, -1.0936, -1.6806], [-4.1151, -1.7469, -2.0760], [-4.1968, -2.2571, -3.3795], [-5.1964, -2.9686, -4.0082], [-4.6694, -3.3685, -5.2765], [-3.4984, -2.5563, -5.5060], [-3.1741, -2.0303, -4.2877], [-2.0138, -1.3346, -3.9426], [-2.7028, -0.8477, -0.6334], [-4.9757, -1.9030, -1.4485], [-5.4059, -3.2071, -6.0483], [-4.3635, -4.4805, -5.2497], [-1.2904, -1.2074, -4.7658], [3.7370, -3.0051, -1.7416], [2.0486, -3.4575, -1.8281], [1.2620, -2.6074, -1.1563], [1.9465, -1.5443, -0.5503], [3.2794, -1.6677, -0.7517], [1.6325, -4.1471, -2.5555], [0.2042, -2.6207, -1.0604], [4.0295, -1.0532, -0.2774]]
}